C29H34BrCuIN6OS3 | ωB97M-V/def2-TZVPD

Summary:
- relative energy (zero: lowest compared OMol25 entry of this formula, charge and spin) (kcal/mol) = 0.0
- net charge = -1
- HOMO-LUMO gap (eV) = 5.6
- 2S+1 = 1
- LUMO (hartree) = 0.0814

```
76
C29H34BrCuIN6OS3, DFT ωB97M-V/def2-TZVPD
Cu 1.007 0.765 -1.536
S 0.735 2.868 -0.962
C -0.019 3.380 -2.477
C 0.075 4.737 -2.806
C -0.491 5.254 -3.959
C -1.170 4.401 -4.820
C -1.262 3.053 -4.518
C -0.694 2.510 -3.359
S -0.789 0.771 -3.131
H 0.614 5.382 -2.122
H -0.401 6.311 -4.183
H -1.626 4.783 -5.727
H -1.774 2.380 -5.195
C 3.726 0.539 -2.851
N 5.184 0.524 -3.016
C 5.687 1.863 -2.703
N 5.343 2.278 -1.343
C 3.883 2.253 -1.206
N 3.329 0.915 -1.484
C 3.960 -0.028 -0.541
N 5.420 -0.045 -0.664
C 5.746 -0.414 -2.044
C 5.918 1.307 -0.417
H 3.323 -0.451 -3.074
H 3.296 1.262 -3.547
H 5.262 2.577 -3.411
H 6.776 1.864 -2.809
H 3.439 2.969 -1.896
H 3.604 2.546 -0.193
H 3.581 -1.027 -0.729
H 3.687 0.271 0.474
H 5.343 -1.410 -2.243
H 6.832 -0.440 -2.160
H 7.007 1.311 -0.527
H 5.666 1.595 0.607
C -1.625 -2.810 4.440
C -0.891 -3.012 3.120
C -0.878 -1.739 2.278
N -0.118 -1.970 1.060
C -0.292 -1.482 -0.180
S 1.032 -1.498 -1.226
N -1.519 -1.066 -0.621
C -2.783 -1.538 -0.310
O -3.763 -0.839 -0.442
C -2.925 -2.983 0.062
C -2.132 -3.983 -0.493
C -2.359 -5.311 -0.167
C -3.370 -5.652 0.720
C -4.170 -4.658 1.271
C -3.955 -3.333 0.932
H -1.674 -3.744 5.001
H -2.646 -2.476 4.254
H -1.131 -2.056 5.055
H -1.372 -3.809 2.552
H 0.144 -3.314 3.311
H -0.419 -0.927 2.851
H -1.895 -1.439 2.039
H 0.837 -2.257 1.209
H -1.473 -0.265 -1.291
H -1.347 -3.725 -1.194
H -1.743 -6.086 -0.606
H -3.537 -6.689 0.981
H -4.964 -4.920 1.959
H -4.574 -2.546 1.343
Br -0.974 2.741 4.669
C -2.625 2.049 4.009
C -3.568 1.663 4.952
C -4.789 1.163 4.532
C -5.068 1.079 3.175
C -4.122 1.477 2.244
C -2.875 1.956 2.642
I -1.436 2.429 1.144
H -3.338 1.756 6.005
H -5.519 0.847 5.267
H -6.028 0.708 2.838
H -4.336 1.403 1.186
```